Record 1
Formula: C3H12NO2
Source: OMol25
Level of theory: ωB97M-V with the def2-TZVPD basis set

Structure (XYZ):
```
18
Properties=species:S:1:pos:R:3:nbo_charge:R:1
C 0.7488 -3.2232 0.4929 -0.6451
C 1.4388 -1.8830 0.4774 -0.2200
C 0.6318 0.2318 1.7396 -0.2956
N 0.5409 -0.6037 0.6953 -0.6338
H 1.2727 -4.0848 0.8824 0.2214
H 0.2723 -3.5098 -0.4490 0.2097
H -0.1520 -3.1386 1.1705 0.2252
H 1.9794 -1.5404 -0.4398 0.1991
H 2.1786 -1.7228 1.3178 0.2012
H -0.2033 0.8350 1.9877 0.1694
H 1.4656 0.3582 2.4165 0.1501
H 0.0974 -0.0870 -0.0874 0.4071
H -2.0653 1.1943 0.1668 0.4709
H -1.3439 2.2588 -0.6791 0.4969
O -1.1942 1.5455 -0.0422 -0.9620
H -1.4176 2.6075 -3.4996 0.4810
H -1.4802 3.9364 -2.7674 0.4769
O -1.4566 2.9817 -2.6155 -0.9524
```

Properties
Maximum force = 4.2 eV/A
Spin multiplicity = 2
⟨S²⟩ = 0.75
HOMO (spin up / spin down) = -5.27 / -8.94 eV

---

Record 2
Formula: C3H12NO2
Source: OMol25
Level of theory: ωB97M-V with the def2-TZVPD basis set

Structure (XYZ):
```
18
Properties=species:S:1:pos:R:3:nbo_charge:R:1
C 1.5681 -0.0676 -1.9760 -0.0875
O 2.2196 -1.2303 -1.5061 -0.7402
C 0.1867 -0.0631 -1.3611 -0.0510
C -0.5465 1.2050 -1.7232 -0.6476
N 0.4552 -0.1175 0.1565 -0.6828
H 1.5659 0.0983 -3.0500 0.2242
H 2.0712 0.8271 -1.5633 0.1611
H 2.8292 -1.5818 -2.1601 0.5099
H -0.2545 -1.0319 -1.5776 0.2371
H -0.9262 1.1220 -2.7421 0.2683
H -1.4777 1.2919 -1.1624 0.2362
H 0.1026 2.0338 -1.4907 0.2285
H 0.1882 -0.9902 0.6098 0.4527
H 0.0188 0.6554 0.6567 0.4407
H 1.4615 -0.0450 0.2990 0.4506
H -2.9566 0.0481 6.3259 0.4672
H -3.6322 -1.2446 5.8881 0.4680
O -2.8734 -0.9093 6.3766 -0.9351
```

Properties
Maximum force = 1.7 eV/A
Charge = +1
HOMO = -13.52 eV

---

Record 3
Formula: C3H12NO2
Source: OMol25
Level of theory: ωB97M-V with the def2-TZVPD basis set

Structure (XYZ):
```
18
Properties=species:S:1:pos:R:3:nbo_charge:R:1
C 0.5966 -1.0043 -0.7926 -0.2520
C 0.9543 0.3528 -0.1961 -0.4876
C 0.8759 1.4726 -1.2229 -0.0743
O 0.2148 2.5226 -0.4509 -0.7358
N -0.4943 -1.5447 0.0308 -0.6795
H 1.4154 -1.6976 -1.0225 0.2492
H 0.2608 -0.9499 -1.8680 0.2341
H 0.2881 0.6575 0.6219 0.2394
H 1.8247 0.3933 0.4865 0.2559
H 1.8025 1.9802 -1.5176 0.2003
H 0.3234 1.2825 -2.1596 0.1827
H 0.6789 3.3562 -0.5987 0.4847
H -0.3182 -1.4874 1.0646 0.4662
H -0.8293 -2.4951 -0.2420 0.4504
H -1.3555 -0.9447 -0.1225 0.4604
H -2.7951 -0.8668 2.9301 0.5087
H -1.4206 -0.1801 2.7041 0.4839
O -2.0224 -0.8471 2.3554 -0.9866
```

Properties
Maximum force = 2.7 eV/A
Charge = +1
HOMO = -13.98 eV